# C93H211N9O17

A 17-piece molecular cluster, C93H211N9O17 overall in a non-equilibrium geometry (wB97M-V/def2-TZVPD, the OMol25 dataset).

Properties
E_LUMO   0.2016 eV
Max |F|   4.0 eV Å⁻¹
HOMO level   -0.2945 Ha
Molar mass   1727.8 g/mol
Frontier orbital gap   8.2 eV

Structure (XYZ):
```
330
Properties=species:S:1:pos:R:3:forces:R:3
C 1.331318 2.708221 -6.748054 -0.7 -0.4 -0.5
C -0.227003 2.733551 -6.988428 0.5 -0.5 -0.6
C -0.616717 1.950870 -8.263724 1.3 -0.7 -0.5
C -0.439436 0.397154 -8.106140 -1.3 1.9 0.7
C -1.364904 0.037226 -6.915997 0.6 -0.9 -0.4
C -1.039273 0.718312 -5.569692 -1.0 -0.9 -1.3
N -1.032879 2.131776 -5.895529 0.1 1.8 1.0
O -0.809517 2.889261 -4.679653 -0.4 -0.2 -0.6
C -2.235745 0.425070 -4.638108 -0.2 -0.4 0.5
C 0.204854 0.101355 -4.991056 1.9 0.3 1.4
C -0.617014 4.199832 -7.226475 -0.4 -0.1 0.5
H 1.842328 3.266840 -7.532225 -0.2 0.3 0.0
H 1.739226 1.701059 -6.833791 -0.1 0.0 0.3
H 1.608296 3.138088 -5.785463 0.1 -0.1 0.0
H -1.598433 2.235591 -8.642224 -0.4 -0.3 0.6
H 0.014117 2.299354 -9.081468 0.4 0.1 0.0
H 0.615109 0.171936 -7.947029 -0.1 -0.2 0.1
H -0.787469 -0.074976 -9.024881 0.1 -0.2 0.1
H -1.314177 -1.037479 -6.741247 -0.1 -0.2 0.1
H -2.397406 0.268267 -7.178041 0.0 0.1 -0.1
H -2.188032 0.941565 -3.679424 0.1 0.4 -0.2
H -3.215647 0.574574 -5.091457 0.1 0.7 -0.3
H -2.317755 -0.620373 -4.340762 0.6 -0.4 -0.2
H 1.157496 0.272525 -5.492320 -0.3 -0.1 -0.8
H 0.483616 0.516072 -4.022341 -0.4 0.4 0.4
H 0.180372 -0.961713 -4.751491 -0.6 -0.2 -0.5
H -1.671165 4.272198 -7.494089 -0.1 0.0 0.1
H -0.044180 4.649288 -8.037624 0.1 -0.3 0.0
H -0.445654 4.796514 -6.330535 0.0 0.0 0.0
H 0.138203 2.849782 -4.531832 0.5 0.0 0.3
C 2.655307 -7.354225 -3.787955 -1.2 0.8 -1.0
C 2.001533 -5.973317 -4.226343 1.9 0.7 1.4
C 2.050509 -5.148777 -2.859815 -0.8 0.7 -1.5
C 1.867064 -3.609337 -3.037327 0.2 -1.7 -0.1
C 2.892764 -3.053874 -3.986291 0.7 -0.3 -1.3
C 3.134663 -3.821431 -5.375877 -1.9 -1.6 0.9
N 3.001054 -5.332628 -5.140841 0.1 1.0 2.1
O 3.260816 -6.113357 -6.265222 -0.7 0.1 -0.9
C 2.123993 -3.349050 -6.464580 0.8 0.1 -0.1
C 4.576203 -3.656678 -5.771330 1.3 0.3 -0.7
C 0.597809 -6.071412 -4.824038 -0.2 -0.5 -0.1
H 2.129458 -7.738159 -2.913781 -0.2 -0.2 -0.1
H 3.700031 -7.233152 -3.501648 0.0 0.2 -0.2
H 2.559081 -8.023460 -4.642920 0.2 -0.4 0.3
H 1.227569 -5.507752 -2.241736 0.0 -0.2 0.1
H 2.987155 -5.341292 -2.336620 0.1 -0.1 -0.1
H 1.985624 -3.178169 -2.043276 -0.2 0.4 -0.1
H 0.867931 -3.411525 -3.425546 -0.2 0.1 0.1
H 3.881510 -2.986585 -3.532462 0.0 -0.2 0.3
H 2.608488 -2.026514 -4.213944 0.1 0.2 -0.3
H 2.259293 -3.921821 -7.382034 0.2 -0.1 0.0
H 1.060457 -3.443934 -6.245524 0.1 0.0 0.6
H 2.325537 -2.304716 -6.703027 0.0 0.2 0.0
H 4.832937 -4.024775 -6.764643 -0.5 0.2 -0.4
H 4.943237 -2.632638 -5.702526 -0.3 0.3 -0.2
H 5.289965 -4.228795 -5.178606 -0.5 -0.1 0.7
H 0.581758 -6.736536 -5.687430 0.3 0.0 -0.2
H 0.180955 -5.124979 -5.168415 0.3 0.2 0.1
H -0.151302 -6.496577 -4.156071 0.2 0.0 0.4
H 4.168108 -6.419396 -6.196188 0.2 0.0 0.3
C -1.186103 3.522120 4.617400 0.8 1.4 -0.4
C -2.715620 3.536212 4.725344 0.5 -0.3 1.4
C -2.993010 2.402656 5.724074 0.0 -0.7 0.1
C -4.421384 2.251650 6.204476 -0.3 0.3 -0.4
C -4.907635 3.572617 6.825883 1.5 -0.5 0.0
C -4.492598 4.887754 6.059314 -1.5 -0.1 -0.9
N -3.150492 4.761825 5.448798 0.7 -0.2 1.1
O -2.688770 6.003473 4.877523 -0.9 -0.9 -0.4
C -5.579485 5.225431 4.998733 0.4 0.0 -0.5
C -4.491814 6.008292 7.097474 0.7 0.0 0.9
C -3.312431 3.347218 3.358596 -0.1 0.0 -0.8
H -0.792605 4.310497 3.975750 -0.4 0.0 -0.8
H -0.766038 2.582718 4.257993 -0.3 -0.1 0.1
H -0.639136 3.844623 5.503347 -0.6 -0.6 0.7
H -2.659636 1.418257 5.395554 0.0 0.0 -0.9
H -2.276849 2.547336 6.532951 -0.4 0.4 0.5
H -4.446916 1.401804 6.886530 0.0 0.3 0.6
H -5.092536 1.871098 5.434518 0.0 0.4 -0.6
H -4.352942 3.566508 7.764169 -0.1 0.4 0.4
H -5.969132 3.521118 7.068096 0.0 0.4 -0.2
H -6.488994 5.658771 5.414797 0.1 -0.1 0.2
H -5.160671 5.943734 4.293932 0.0 0.3 0.1
H -5.864824 4.377134 4.376577 0.0 -0.3 0.2
H -3.592622 5.882213 7.700513 0.1 0.0 0.2
H -4.482101 7.055687 6.795845 -0.1 -0.2 -0.7
H -5.321662 5.913493 7.797817 -0.2 -0.2 -0.2
H -3.233695 4.329344 2.892399 -0.3 0.0 -0.4
H -4.327054 2.952575 3.304898 -0.2 0.4 0.4
H -2.748914 2.640055 2.749934 0.3 0.1 0.2
H -2.077639 6.361110 5.525761 0.1 -0.2 0.2
C 4.847084 -2.360569 3.865454 -0.4 -0.8 0.8
C 6.049864 -1.464202 4.055722 1.9 -1.1 0.9
C 6.098623 -0.541364 2.871289 -0.1 1.6 0.2
C 7.062100 0.606179 3.152396 0.0 -0.6 -1.4
C 6.800876 1.407198 4.407422 0.1 -1.0 0.2
C 6.633485 0.510880 5.688263 0.8 0.8 -1.0
N 5.830839 -0.639914 5.319612 -0.9 0.1 -2.1
O 5.580081 -1.457841 6.415222 0.6 -0.3 0.5
C 8.041305 0.194982 6.282241 -0.8 -0.6 -0.2
C 5.839628 1.381239 6.683223 1.1 -0.3 0.2
C 7.378482 -2.372452 4.178118 -0.5 0.3 -0.3
H 3.968119 -1.716427 3.889965 -0.3 -0.2 0.1
H 4.823442 -3.137513 4.629585 -0.3 0.3 0.5
H 4.790410 -2.999484 2.984159 0.5 0.6 -0.6
H 6.277181 -0.960600 1.881112 0.7 -0.8 0.3
H 5.112761 -0.116312 2.682842 -0.5 0.2 0.5
H 7.057326 1.221312 2.252573 0.0 0.5 0.1
H 8.058482 0.164882 3.128203 0.3 0.1 0.5
H 5.891391 2.005762 4.355710 0.0 0.1 -0.4
H 7.680572 2.046654 4.480453 -0.2 0.3 0.6
H 8.634771 1.108181 6.326576 -0.1 -0.1 0.5
H 7.863101 -0.316770 7.227991 0.3 0.5 0.4
H 8.625604 -0.536751 5.724345 -0.2 0.2 -0.4
H 6.430494 2.287578 6.815642 -0.1 0.3 0.0
H 4.854943 1.659979 6.307992 0.0 -0.3 0.1
H 5.823003 0.903149 7.662638 -0.4 -0.1 0.0
H 8.348464 -1.890975 4.053981 -0.3 0.7 -0.1
H 7.406833 -3.138435 3.403151 -0.4 -0.2 -0.1
H 7.482531 -2.871391 5.141618 -0.6 0.0 0.1
H 4.623227 -1.447729 6.492274 -0.4 -0.4 0.2
C -8.091206 6.236590 -2.488252 0.4 0.7 -1.7
C -6.917367 5.461317 -1.878995 -0.6 0.2 2.0
C -7.304912 5.515292 -0.370137 1.6 -0.2 0.9
C -6.549673 4.503580 0.556294 -0.4 0.5 -1.2
C -6.676992 3.091139 -0.021855 0.3 0.6 0.4
C -6.255108 2.954824 -1.527256 -1.2 0.4 0.0
N -6.903550 4.073646 -2.327194 -1.7 -1.1 2.3
O -6.656940 3.979609 -3.672324 0.7 -0.2 -0.5
C -4.765922 2.895076 -1.583386 1.7 -0.6 0.2
C -6.810270 1.579133 -2.014262 -0.5 1.3 -0.1
C -5.538913 6.138966 -2.126608 -1.0 -0.2 -0.2
H -9.037996 5.704227 -2.579222 0.3 -0.5 0.1
H -7.789021 6.584333 -3.476111 -0.2 -0.3 -0.5
H -8.344803 7.185395 -2.015433 0.4 -0.1 0.7
H -7.027845 6.526631 -0.072605 0.0 0.2 0.2
H -8.384574 5.492413 -0.222140 0.0 -0.6 -0.2
H -6.875819 4.567540 1.594385 -0.5 -0.2 -0.1
H -5.488039 4.726905 0.661937 0.2 0.4 -0.4
H -7.681867 2.727599 0.193026 -0.1 -0.2 -0.4
H -5.985594 2.528739 0.605661 0.0 -0.7 -0.3
H -4.475845 1.942263 -1.140552 0.0 -0.2 0.3
H -4.295129 2.786862 -2.560502 -0.3 0.5 -0.4
H -4.212407 3.632841 -1.002509 -0.2 0.3 -0.1
H -6.437615 0.812604 -1.334795 -0.3 -0.1 0.0
H -7.889239 1.733030 -1.999174 -0.2 -0.6 0.4
H -6.602576 1.293973 -3.045591 0.5 0.3 0.0
H -4.778013 5.637467 -1.528581 0.1 0.2 -0.2
H -5.531992 7.212713 -1.939236 -0.1 0.0 0.2
H -5.358028 6.036970 -3.196639 0.5 0.0 0.0
H -5.719323 4.185196 -3.657847 0.6 -0.1 -1.2
C 1.070721 5.116920 -2.514494 -1.7 0.4 0.3
C 1.392697 6.380791 -1.686798 -0.8 -0.3 -1.0
C 0.654843 7.644398 -2.226601 -0.6 -0.7 0.5
C -0.870691 7.690062 -1.886823 1.6 -1.0 1.9
C -1.001405 7.602420 -0.299636 1.0 0.9 0.0
C -0.268799 6.390538 0.353992 -1.6 0.1 -0.2
N 1.067565 6.214755 -0.243597 -1.2 3.4 -1.8
O 1.769545 5.208040 0.278931 1.4 -2.2 1.4
C -0.164757 6.584770 1.881085 0.5 0.5 0.5
C -1.219753 5.213331 0.146104 1.0 -1.3 -1.1
C 2.901347 6.568904 -1.935579 0.1 -0.4 2.1
H 0.002284 5.059440 -2.722427 -0.2 0.3 -0.4
H 1.171235 4.199058 -1.935239 0.9 0.1 0.0
H 1.602836 5.171701 -3.464199 0.0 -0.6 0.1
H 1.181183 8.498419 -1.800324 -0.1 0.2 0.0
H 0.749096 7.673717 -3.312121 0.3 0.0 -0.1
H -1.300192 6.755907 -2.248723 -0.3 0.2 -0.4
H -1.302401 8.539601 -2.415980 -0.3 0.0 0.5
H -2.009827 7.632412 0.113028 -0.3 -0.4 -0.5
H -0.541509 8.429203 0.241694 0.2 0.7 -0.7
H 0.265182 7.535023 2.197759 0.3 0.2 -0.4
H -1.099649 6.562376 2.441073 -0.5 -0.2 -0.6
H 0.438771 5.826423 2.379837 0.1 -0.3 -0.3
H -2.081007 5.127870 0.808701 0.2 0.3 0.1
H -1.546077 5.198400 -0.893793 -0.4 0.0 0.0
H -0.595546 4.321871 0.207447 -0.2 -0.4 0.4
H 3.206315 6.738280 -2.968250 -0.3 0.4 0.2
H 3.424530 5.675096 -1.595757 -0.1 -0.4 -0.3
H 3.245280 7.278178 -1.182746 0.3 0.8 -0.6
H 2.419833 5.690585 0.794563 0.4 -0.5 0.4
C -1.025304 -2.486853 0.293959 0.0 0.9 -0.7
C -0.666516 -0.973540 -0.009407 -0.7 -0.8 -0.7
C -1.924851 -0.136619 0.300317 -1.4 0.4 -1.0
C -1.768746 1.349140 0.445055 2.7 0.0 2.2
C -0.617042 1.524080 1.526404 -1.1 0.4 -1.3
C 0.717778 0.806323 1.179696 0.5 1.4 1.6
N 0.441669 -0.598952 0.819416 0.1 1.4 2.4
O 1.614674 -1.342652 0.673203 -0.3 -0.3 0.1
C 1.526046 1.613685 0.129284 -1.3 -0.8 -0.4
C 1.578995 0.941927 2.533451 -0.3 -0.7 -1.2
C -0.382007 -0.737393 -1.518292 0.0 -1.1 -0.2
H -0.211746 -3.200369 0.163117 0.2 0.3 -0.3
H -1.820823 -2.725205 -0.412039 -0.1 -0.3 0.1
H -1.382926 -2.650901 1.310474 -0.1 0.4 0.1
H -2.595082 -0.109400 -0.558841 0.0 -1.2 -0.6
H -2.604712 -0.480297 1.079917 0.6 -0.4 0.5
H -2.681925 1.784221 0.851158 0.0 0.2 -0.4
H -1.422311 1.867831 -0.448831 -0.4 -0.1 -0.3
H -1.001288 1.193359 2.491329 0.1 -0.3 0.0
H -0.510514 2.606497 1.598044 0.7 0.0 0.3
H 0.946955 1.523687 -0.789769 0.4 0.0 -0.5
H 1.538909 2.684991 0.329868 0.4 -0.1 0.4
H 2.502632 1.142226 0.019171 0.1 0.4 -0.2
H 2.522883 0.400397 2.470747 -0.1 -0.5 -0.1
H 1.927415 1.964721 2.676935 -0.6 0.2 -0.1
H 1.002498 0.585852 3.387248 0.1 0.0 0.1
H -0.375739 0.308015 -1.826796 0.0 0.0 0.2
H -1.106936 -1.262091 -2.140589 -0.5 0.1 0.1
H 0.536710 -1.221553 -1.849431 0.5 0.2 0.2
H 1.965126 -1.146657 -0.198791 0.4 0.1 -0.7
C -4.373150 -2.723646 -6.127049 -0.1 -0.5 1.2
C -5.233825 -2.979958 -4.825226 -0.2 -1.7 -1.7
C -6.364307 -4.017714 -5.192347 0.5 0.4 1.8
C -5.908194 -5.469926 -5.168604 -0.8 0.8 -1.1
C -5.213841 -5.908432 -3.897979 -0.7 -0.1 -1.3
C -4.079460 -5.009556 -3.446276 1.5 -0.2 0.7
N -4.418806 -3.563075 -3.685475 -1.5 -0.6 -0.6
O -3.354490 -2.699691 -3.357734 0.0 -0.2 0.1
C -3.923438 -5.243926 -1.933470 -0.3 1.4 0.6
C -2.734932 -5.477486 -4.082941 -0.5 0.7 -1.1
C -5.943719 -1.711647 -4.371271 0.7 -0.4 0.7
H -4.929414 -2.263575 -6.943763 -0.2 0.2 0.2
H -4.038259 -3.693172 -6.495796 0.2 0.0 0.0
H -3.495143 -2.128138 -5.876901 0.0 0.1 -0.1
H -7.059825 -3.881237 -4.364261 -0.3 -0.3 0.2
H -6.965705 -3.730676 -6.054912 0.5 0.0 -0.4
H -5.318884 -5.681572 -6.060805 0.5 0.1 0.0
H -6.777992 -6.106869 -5.329403 -0.2 -0.1 0.2
H -4.902842 -6.885829 -4.266871 0.7 -0.3 1.0
H -5.955336 -6.054853 -3.112592 0.0 0.1 0.1
H -4.826511 -4.896508 -1.431628 -0.5 -0.6 0.0
H -3.648194 -6.259159 -1.647702 -0.3 -0.1 -0.3
H -3.202559 -4.579467 -1.457111 0.6 0.0 -0.4
H -2.802886 -5.154738 -5.121840 0.3 -0.2 -0.3
H -1.800388 -5.052347 -3.716902 -0.4 0.3 0.5
H -2.599785 -6.559074 -4.083457 -0.3 0.0 0.2
H -5.133079 -1.076161 -4.014715 -0.4 0.8 -0.3
H -6.603264 -1.915259 -3.527680 0.1 -0.2 0.2
H -6.594427 -1.292353 -5.138659 0.5 0.2 -0.2
H -3.721408 -2.332170 -2.550324 0.5 0.4 0.3
C 4.538142 -8.560640 3.107252 0.1 0.0 0.8
C 4.388157 -7.066545 3.484359 0.6 -0.6 0.4
C 5.588192 -6.288704 2.881461 -1.1 -0.5 -0.7
C 5.413809 -6.128288 1.369751 0.2 1.3 -0.5
C 4.061261 -5.509241 0.970007 -0.9 -1.0 1.4
C 2.815798 -6.283664 1.619718 -0.8 -0.9 -1.5
N 3.061820 -6.579796 3.037922 1.2 1.8 0.1
O 2.006919 -7.306558 3.646638 0.4 -0.6 -0.5
C 1.566735 -5.396443 1.572096 0.2 0.7 -0.4
C 2.473102 -7.595247 0.766648 -0.1 0.1 1.5
C 4.518054 -6.810089 5.014543 -1.8 -0.6 -0.2
H 5.270681 -9.002095 3.782988 0.1 -0.2 -0.1
H 4.856058 -8.742258 2.080591 0.1 0.2 0.1
H 3.597381 -9.091180 3.254229 0.0 0.0 0.1
H 5.725314 -5.339476 3.399403 -0.4 0.3 -0.3
H 6.498762 -6.829280 3.139802 0.0 -0.3 -0.2
H 5.618463 -6.985075 0.727780 -0.1 -0.5 0.5
H 6.151485 -5.402906 1.026600 0.3 0.1 -0.1
H 3.963083 -5.495075 -0.115471 -0.2 -0.1 0.0
H 4.017027 -4.471632 1.300967 0.0 0.1 0.2
H 1.756496 -4.455036 2.087687 0.1 0.1 0.1
H 1.331239 -5.141653 0.538789 0.1 0.1 -0.2
H 0.634158 -5.789141 1.977291 0.2 -0.5 0.1
H 1.693572 -8.169600 1.267198 0.1 0.0 0.8
H 1.941282 -7.497133 -0.179729 0.9 0.7 -0.5
H 3.346860 -8.246570 0.787464 -0.1 0.0 -0.8
H 3.747628 -7.399186 5.512053 0.0 -0.3 0.2
H 4.188332 -5.788031 5.201045 0.5 0.2 0.0
H 5.461290 -7.045429 5.507512 0.2 0.1 -0.5
H 1.390967 -6.645136 3.970246 0.1 0.2 0.1
O 2.635167 2.513487 -3.428593 -0.5 -0.2 -0.3
H 2.163482 2.667740 -2.610089 -0.2 0.0 0.2
H 3.555201 2.462479 -3.169429 0.7 0.0 -0.1
O 0.307264 -2.248002 3.527828 -0.2 -0.1 0.6
H 0.952697 -2.928980 3.717299 0.1 -0.2 0.0
H 0.429816 -2.053010 2.598745 0.1 0.4 -0.6
C -3.268589 -5.864999 2.646849 1.1 0.0 -1.3
C -2.868515 -5.767312 4.091127 -0.2 0.5 0.0
O -3.789112 -4.888072 4.731887 0.0 -0.4 0.5
H -2.717953 -6.657902 2.140669 0.0 -0.2 0.0
H -2.975641 -4.950742 2.130688 0.0 0.2 0.0
H -4.317819 -5.995951 2.382119 -0.2 -0.3 0.7
H -1.883812 -5.320283 4.227580 0.2 0.1 -0.4
H -2.747318 -6.748368 4.550411 -0.8 -0.1 0.4
H -4.411739 -4.637339 4.045533 -0.2 0.2 0.2
C 5.105437 3.390928 -0.886246 -1.3 0.5 1.0
C 5.643046 3.828568 -2.181586 1.2 -0.3 -1.9
O 5.510142 2.734206 -3.104078 -0.1 -0.9 -0.1
H 4.032502 3.264005 -1.030512 -0.2 -0.5 0.1
H 5.123762 4.157641 -0.111702 0.4 0.2 -0.1
H 5.555531 2.488005 -0.473643 0.1 0.0 -0.3
H 6.715356 4.023202 -2.200855 0.1 0.6 0.6
H 5.115403 4.607332 -2.732224 -0.1 0.7 1.0
H 5.955659 3.033221 -3.900125 -0.1 -0.3 -0.3
C 2.196367 3.859330 5.148189 0.0 -0.8 1.0
C 2.988070 4.215436 3.932959 -0.3 -0.5 -0.3
O 3.506688 5.502989 4.096146 0.7 0.4 -0.1
H 1.696509 2.896129 5.045811 -0.7 0.3 -0.2
H 1.618343 4.697725 5.536881 -0.6 -0.2 -0.5
H 2.859415 3.628103 5.981849 0.6 0.2 0.1
H 2.426784 4.200626 2.998699 -0.3 0.0 0.1
H 3.775531 3.467310 3.841760 0.3 -0.1 -0.3
H 4.054268 5.385071 4.875804 0.3 0.7 0.2
C 1.910734 -0.485722 7.744827 0.1 0.1 0.5
C 1.851846 -1.285720 6.470126 0.0 -0.6 1.0
O 2.765202 -2.407963 6.578304 -0.2 0.8 -0.2
H 1.273234 0.386295 7.598949 0.0 0.1 0.2
H 2.917058 -0.155714 8.002744 0.2 0.2 -0.4
H 1.590285 -1.030095 8.633127 -0.3 -0.2 -0.2
H 2.083704 -0.594232 5.660077 0.1 -0.4 -0.5
H 0.852446 -1.709350 6.370963 -0.1 0.3 -0.4
H 2.552364 -2.993846 5.848199 0.2 -0.2 -0.1
C 5.605926 -1.704570 -1.198689 0.6 0.4 -0.1
C 4.600264 -0.752228 -0.635389 -0.9 0.0 -1.6
O 3.401176 -0.973512 -1.494781 0.3 0.4 1.9
H 6.553866 -1.545976 -0.684536 0.2 -0.5 0.0
H 5.755190 -1.477544 -2.254281 0.2 0.2 -0.1
H 5.233390 -2.728907 -1.191804 0.2 0.0 0.5
H 4.878402 0.296009 -0.744665 0.3 0.0 -0.2
H 4.451461 -0.882783 0.436490 -0.9 -0.5 -0.2
H 3.684869 -0.738431 -2.381260 -0.1 0.1 -0.1
C -4.531284 -0.831083 3.597234 0.1 0.3 -0.3
C -5.487448 -0.820881 2.371257 0.9 1.7 0.9
O -5.769053 -2.072599 1.888351 -0.3 -2.1 -0.3
H -4.520754 0.131862 4.107853 -0.6 0.2 0.0
H -3.463632 -0.944429 3.409181 0.0 -0.5 -0.6
H -4.811653 -1.582349 4.335544 -0.2 -0.1 -0.1
H -5.111622 -0.230633 1.535519 0.4 0.5 0.2
H -6.398757 -0.312795 2.686638 -0.3 -0.1 0.1
H -5.639806 -2.119325 0.938238 0.0 0.1 0.1
```
Forces are in eV/Å.